Entry 1:
# C25H40BO4Y

C25H40BO4Y as an isolated structure at a distorted geometry (the ωB97M-V functional and the def2-TZVPD basis, OMol25).

The largest force on an atom comes out at 3.2 eV/A. The value obtained for the gap between HOMO and LUMO (spin up / spin down) is 5.4171 / 5.4183 eV. The calculation puts the LUMO energy (spin up / spin down) at 0.370 / 0.370 eV. The HOMO energy (spin up / spin down) comes out at -5.0 / -5.0 eV. The value obtained for the molar mass is 504.3 g mol⁻¹.

Geometry (Å):
O: 2.04888 5.12552 -1.29723
C: 3.49678 5.40904 -1.41263
C: 3.38948 6.92525 -1.41367
H: 3.87796 5.01072 -2.36789
H: 4.07708 5.03473 -0.55015
C: 1.88465 6.59161 -1.25851
H: 3.70185 7.37622 -2.37086
H: 3.87268 7.38619 -0.54785
C: 1.05925 7.08162 -2.43452
H: 1.54693 6.78951 -3.36828
H: 0.94628 8.17803 -2.41836
H: 0.08377 6.58579 -2.40087
C: 1.29413 6.97471 0.08262
H: 1.92461 6.60383 0.90360
H: 0.32806 6.46991 0.18930
H: 1.16130 8.06318 0.19652
Y: 0.42279 1.02658 0.03167
C: -0.59470 -0.61211 1.79168
C: 0.79619 -0.89669 1.73455
C: 1.51236 0.20747 2.28694
H: 1.22183 -1.85291 1.45914
C: 0.55338 1.18649 2.67916
C: -0.74839 0.68501 2.37118
H: -1.69288 1.14846 2.66402
H: -1.39614 -1.31045 1.55085
H: 2.59056 0.23760 2.49021
H: 0.75712 2.10311 3.24422
C: -1.70274 0.27180 -1.03301
C: -2.01815 1.48126 -0.34117
C: -1.27706 2.55162 -0.93650
H: -2.76226 1.58487 0.44687
C: -0.52790 2.00026 -2.03304
C: -0.77025 0.58568 -2.07329
H: -0.37766 -0.10340 -2.81485
H: -2.16791 -0.70235 -0.86119
H: -1.37800 3.61063 -0.69072
H: 0.10404 2.56434 -2.72533
O: 2.35197 2.61853 -0.54571
C: 2.07911 3.38491 0.68019
C: 3.38490 3.47736 1.45865
H: 1.19563 2.97773 1.26499
H: 1.75065 4.37886 0.34937
C: 4.44530 2.76153 0.60694
H: 3.26387 3.00705 2.44200
H: 3.64131 4.53540 1.62116
C: 3.81757 2.51374 -0.75264
H: 4.65659 1.77628 1.03111
H: 5.38118 3.34088 0.58092
H: 4.05937 1.53059 -1.17923
H: 4.08078 3.28634 -1.48626
C: -0.92151 -4.26704 0.48249
C: 0.16912 -4.06955 -0.56803
C: 1.27285 -5.05859 -0.30659
O: 0.74059 -2.73901 -0.41365
B: 0.11969 -1.91432 -1.31613
O: -0.63943 -2.58456 -2.23514
C: -0.39803 -4.01632 -2.04031
C: 0.62219 -4.44600 -3.08452
C: -1.70382 -4.73347 -2.31182
H: -1.76459 -3.56479 0.37871
H: -0.49697 -4.15807 1.49197
H: -1.31631 -5.29353 0.40640
H: 1.67580 -4.91097 0.70111
H: 0.88515 -6.08439 -0.36125
H: 2.08671 -4.95884 -1.02975
H: 0.75969 -5.53441 -3.08484
H: 0.24562 -4.16636 -4.07313
H: 1.59973 -3.97347 -2.93626
H: -2.50678 -4.44859 -1.61873
H: -2.03313 -4.50460 -3.33457
H: -1.56516 -5.82403 -2.25123



Entry 2:
# C25H40BrCdCl3N3O3Si

C25H40BrCdCl3N3O3Si as an isolated structure at a distorted geometry (the ωB97M-V functional and the def2-TZVPD basis, OMol25).

The calculation puts the energy relative to the best compared isomer or geometry (same formula, charge and spin) at 45.3 kcal/mol. The largest force on an atom comes out at 3.2 eV/A. The value obtained for the gap between HOMO and LUMO is 7.6467 eV. As for the charge: -1. The calculation puts the LUMO energy at 2.210 eV. The HOMO energy comes out at -5.4 eV. The value obtained for the molar mass is 757.4 g mol⁻¹.

Geometry (Å):
C: 2.46111 -2.98423 -2.20279
C: 2.17738 -2.02866 -3.31092
H: 2.38813 -4.00274 -2.58407
H: 1.74886 -2.87289 -1.36583
H: 3.47690 -2.83581 -1.82621
C: 2.11207 -2.39334 -4.60590
C: 2.33228 -3.74884 -5.16141
H: 1.95915 -1.59796 -5.34430
H: 1.72840 -4.50985 -4.64454
H: 3.38811 -4.06873 -5.15011
H: 2.01463 -3.75219 -6.20439
Cd: 3.54441 0.86955 -0.60893
Cl: 2.60970 2.27525 1.01589
Cl: 5.42780 -0.45435 -1.11433
C: -0.05622 3.83717 2.54772
O: -0.62805 3.00822 3.25142
N: -0.66976 4.54141 1.56451
C: -2.08536 4.32542 1.31625
C: 0.06682 5.37006 0.61266
H: 1.01769 4.06398 2.63137
H: -2.57786 4.01033 2.25070
H: -2.27229 3.57937 0.51405
H: -2.51315 5.27473 0.98467
H: 0.97947 5.69361 1.09980
H: -0.55003 6.23309 0.36758
H: 0.30599 4.83737 -0.31931
H: 0.19910 -4.43294 2.85332
H: -1.43895 -4.18962 0.33272
C: -0.82989 -4.81733 2.96400
C: -2.27958 -4.22687 1.03792
N: -1.78589 -3.90681 2.35476
H: -1.04721 -4.89473 4.03866
C: -2.17422 -2.77215 2.99149
O: -2.81862 -1.84866 2.49894
H: -2.99252 -3.45367 0.74391
H: -1.84520 -2.78630 4.05427
H: -0.89752 -5.80076 2.47695
H: -2.69494 -5.23086 1.02634
O: 2.12846 -0.19360 -1.70366
C: 2.33679 -0.52085 -3.00943
C: 0.38012 0.07090 -4.53990
C: 1.59203 0.41669 -3.92801
H: -0.04648 -0.93534 -4.41681
C: -0.23835 0.98363 -5.40859
H: 3.41663 -0.31911 -3.10866
C: 2.12193 1.69528 -4.09654
H: -1.16338 0.69487 -5.92381
C: 0.33841 2.22896 -5.63825
C: 1.50545 2.59457 -4.95170
H: 3.06235 1.94713 -3.60938
H: -0.16549 2.95202 -6.29433
H: 1.94622 3.56169 -5.12818
Si: -0.54789 -0.15260 -0.63648
Cl: -0.17949 -2.15474 -0.04948
C: -1.66983 -0.63262 -2.02985
C: -0.06900 1.64711 -1.32571
C: -0.85246 0.51227 1.03758
H: -1.84286 0.19208 -2.73098
H: -2.60136 -0.82654 -1.50785
H: -1.35061 -1.52379 -2.59498
H: -1.66090 -0.10595 1.44544
H: -1.11986 1.55767 1.01617
H: 0.05288 0.44502 1.66166
H: 0.13393 1.70335 -2.40161
H: 0.77576 2.10199 -0.80363
H: -0.96113 2.28231 -1.15484
Br: -2.81991 -1.71373 7.91453
C: -1.78744 -0.42425 6.96502
C: -1.82799 0.92937 7.30783
C: -1.06164 1.83726 6.58379
C: -0.29299 1.34375 5.51750
N: -0.26800 0.06702 5.19211
C: -0.96173 -0.83116 5.87964
H: -2.45339 1.22913 8.13940
H: -1.04245 2.89963 6.78150
H: 0.30046 2.00795 4.89121
H: -0.88749 -1.87665 5.57242



Entry 3:
# C25H40Cl4N3O3PmSi

C25H40Cl4N3O3PmSi as an isolated structure at a distorted geometry (the ωB97M-V functional and the def2-TZVPD basis, OMol25).

The calculation puts the energy relative to the best compared isomer or geometry (same formula, charge and spin) at 0.0 kcal/mol. As for the spin multiplicity: 5. The largest force on an atom comes out at 1.9 eV/A. The value obtained for the gap between HOMO and LUMO (spin up / spin down) is 8.3568 / 8.3615 eV. The calculation puts the LUMO energy (spin up / spin down) at 0.199 / 0.199 eV. The HOMO energy (spin up / spin down) comes out at -8.2 / -8.2 eV. The value obtained for the molar mass is 745.5 g mol⁻¹.

Geometry (Å):
C: 1.48681 3.22476 -1.02836
C: 0.14501 3.64647 -0.50162
H: 1.75093 3.75245 -1.94913
H: 1.50599 2.14255 -1.22595
H: 2.28369 3.43380 -0.29772
C: -0.62230 4.61619 -1.01659
C: -0.26758 5.44242 -2.20718
H: -1.57522 4.86171 -0.53858
H: 0.66622 5.11828 -2.67935
H: -0.15171 6.49783 -1.93045
H: -1.06354 5.40433 -2.96353
Pm: -0.11052 -0.59633 0.56232
Cl: 1.44120 0.08734 2.53781
Cl: 1.66530 -0.89968 -1.32024
H: -0.19936 -6.14454 2.80085
H: 2.40691 -5.68192 3.11426
C: -0.08731 -5.66271 1.82235
C: 2.35222 -5.22181 2.12069
N: 1.01316 -4.69618 1.87396
H: -1.01014 -5.14694 1.55512
C: 0.82792 -3.40592 1.67149
O: -0.28125 -2.87821 1.35310
H: 3.05827 -4.38928 2.07015
H: 1.72903 -2.77022 1.78966
H: 0.14249 -6.43579 1.07983
H: 2.61335 -5.96866 1.36131
H: -0.39415 1.51831 -2.71706
H: -2.75559 2.71269 -2.30909
C: -0.98162 0.63895 -3.02173
C: -3.16309 1.75960 -2.68372
N: -2.27627 0.65536 -2.34589
H: -0.41774 -0.26759 -2.77887
C: -2.66586 -0.27807 -1.48377
O: -1.88894 -1.10799 -0.93503
H: -4.13869 1.57207 -2.22053
H: -3.75142 -0.26752 -1.26654
H: -1.15160 0.69714 -4.10634
H: -3.27418 1.81618 -3.77489
O: -0.70518 1.54133 0.23638
C: -0.34912 2.80167 0.66361
C: -2.81451 3.15195 1.18976
C: -1.47857 3.39247 1.51345
H: -3.03896 2.55099 0.30189
C: -3.83045 3.63197 2.02178
H: 0.53255 2.71871 1.32445
C: -1.15182 4.11877 2.65848
H: -4.87004 3.39042 1.78639
C: -3.50374 4.41469 3.13876
C: -2.16107 4.66859 3.44892
H: -0.09129 4.25311 2.90229
H: -4.29860 4.82111 3.76940
H: -1.90040 5.28491 4.31295
Si: 5.25287 -2.66504 -3.54928
Cl: 5.43168 -0.79776 -4.46381
C: 3.78007 -3.47705 -4.36802
C: 5.05495 -2.31071 -1.72731
C: 6.83900 -3.61641 -3.88019
H: 2.88383 -2.85845 -4.23324
H: 3.58851 -4.46640 -3.93435
H: 3.96005 -3.60177 -5.44403
H: 7.00148 -3.76452 -4.95514
H: 6.80193 -4.60485 -3.40359
H: 7.70664 -3.07870 -3.47736
H: 4.17199 -1.68684 -1.52923
H: 5.94827 -1.79055 -1.35671
H: 4.94210 -3.24805 -1.16802
Cl: -2.46064 -1.69243 6.20309
C: -2.88093 -1.04867 4.67426
C: -4.18977 -0.62518 4.41431
C: -4.47793 -0.13160 3.14430
C: -3.46700 -0.11780 2.17752
N: -2.21745 -0.51489 2.43289
C: -1.90438 -0.95675 3.66763
H: -4.93782 -0.68828 5.19630
H: -5.46543 0.23662 2.87737
H: -3.68993 0.22581 1.16375
H: -0.87131 -1.23947 3.85961